(1)
Below is a 15-piece molecular cluster, C22H29Cl42IO4Si overall at a distorted geometry, with properties calculated with the ωB97M-V functional and the def2-TZVPD basis.

Values from the calculation:
- LUMO level (Ha) = -0.0011
- orbital gap (eV) = 10.035
- HOMO energy (eV) = -10.06
- energy (Ha) = -21071.88372

```
! RIJCOSX wB97M-V def2-TZVPD def2/J DEFGRID3
* xyz 0 1
C -2.8555 0.3061 1.8319
Si -1.1402 0.6584 2.4674
C -0.1064 1.3012 1.0402
C -1.2667 1.9974 3.7748
O -0.4383 -0.6440 3.2228
C -0.4075 -1.8667 2.5068
C 0.8939 -2.5862 2.8590
C 1.5433 -3.4845 1.8022
O 2.9723 -3.5056 2.1008
C 3.5209 -2.5341 1.3776
O 4.4468 -1.8553 1.6641
O 2.8541 -2.4650 0.1829
C 1.5859 -3.0118 0.3495
I 1.4696 -4.7810 -0.9462
H -3.4648 0.0194 2.6754
H -2.9091 -0.4195 1.0335
H -3.2481 1.2429 1.4569
H 0.8367 0.7910 0.8859
H -0.6768 1.2624 0.1245
H 0.1152 2.3433 1.2292
H -2.2889 2.1823 4.0650
H -0.8047 2.9132 3.4358
H -0.7115 1.6783 4.6497
H -1.2493 -2.4702 2.8287
H -0.5231 -1.7292 1.4353
H 1.5971 -1.8113 3.1327
H 0.7081 -3.1806 3.7389
H 1.2463 -4.5084 1.9442
H 0.8147 -2.3579 -0.0048
C 4.8945 -5.7212 -2.5093
Cl 6.6039 -6.0828 -2.2422
Cl 4.6403 -5.0389 -4.1087
Cl 3.9034 -7.1570 -2.2657
H 4.5889 -4.9829 -1.7791
C -5.2336 0.9607 -1.5212
Cl -3.6583 1.7511 -1.3838
Cl -5.2663 -0.5592 -0.6238
Cl -6.5218 2.0276 -0.9586
H -5.4078 0.7366 -2.5643
C 1.0371 -0.7446 -3.4483
Cl 1.1258 -1.3053 -5.1154
Cl 1.0647 1.0133 -3.3778
Cl -0.4122 -1.3892 -2.6569
H 1.9032 -1.1235 -2.9216
C -4.6078 3.7574 -5.2316
Cl -5.6185 4.6689 -6.3515
Cl -5.4767 3.4032 -3.7381
Cl -4.0214 2.2697 -5.9759
H -3.7501 4.3661 -4.9825
C -3.6811 5.6913 4.2592
Cl -5.1158 5.4544 5.2579
Cl -2.2162 5.3766 5.1806
Cl -3.7432 4.6858 2.8052
H -3.6675 6.7243 3.9428
C 8.2576 -6.9277 1.2090
Cl 9.9117 -6.3157 1.1943
Cl 8.2373 -8.6893 1.2833
Cl 7.3409 -6.2303 2.5445
H 7.7828 -6.6266 0.2869
C -10.5433 1.7337 0.3165
Cl -9.6158 2.9552 -0.5521
Cl -12.2025 1.6630 -0.2788
Cl -9.7672 0.1568 0.2002
H -10.5743 2.0160 1.3592
C -5.9621 0.6840 4.9955
Cl -4.9576 1.8582 4.1499
Cl -7.6068 0.6894 4.3565
Cl -5.2635 -0.9350 4.9023
H -6.0058 0.9675 6.0374
C -15.6330 1.1897 1.4439
Cl -14.5728 -0.1764 1.7790
Cl -17.1741 0.6464 0.7826
Cl -15.8778 2.1670 2.8912
H -15.1514 1.8112 0.7020
C 6.6184 -2.1610 -6.4599
Cl 7.4346 -3.5095 -5.6705
Cl 6.8711 -2.2075 -8.2018
Cl 4.8940 -2.1493 -6.0746
H 7.0480 -1.2435 -6.0832
C 1.6226 5.1715 -4.1566
Cl 0.3341 4.5275 -3.1372
Cl 1.9795 4.0698 -5.4846
Cl 1.2035 6.7737 -4.7599
H 2.5120 5.2641 -3.5498
C 12.1993 -3.1652 1.7805
Cl 13.5687 -2.1769 2.2866
Cl 11.0186 -2.2026 0.8949
Cl 12.7377 -4.5401 0.8159
H 11.7173 -3.5507 2.6679
C 10.3188 0.0616 -10.1445
Cl 9.0184 0.8483 -11.0389
Cl 9.8063 -0.3196 -8.5014
Cl 10.8688 -1.3890 -10.9811
H 11.1494 0.7501 -10.0865
C 0.5929 5.3233 8.4388
Cl 1.1092 3.9080 9.3529
Cl 1.0949 5.1979 6.7511
Cl -1.1510 5.5479 8.5534
H 1.0725 6.1919 8.8666
*
```

Atomic partial charges in e from the Mulliken method, atoms 1 to 6: -0.2650 0.9459 -1.0986 -0.8836 -0.4108 -0.1702

(2)
Below is C22H29FeN5O2 as an isolated structure, with properties calculated with the ωB97M-V functional and the def2-TZVPD basis.

Values from the calculation:
- expectation value of S² = 8.76
- LUMO level (alpha / beta) (Ha) = -0.0948 / -0.1303
- orbital gap (alpha / beta) (eV) = 8.205 / 7.203
- HOMO energy (alpha / beta) (eV) = -10.78 / -10.75
- energy (Ha) = -2543.51784
- relative energy (zero: lowest compared OMol25 entry of this formula, charge and spin) (kcal per mole) = 22.2

```
! RIJCOSX wB97M-V def2-TZVPD def2/J DEFGRID3
* xyz 1 6
Fe -0.1286 -0.1518 0.1373
O 0.4530 -0.4820 1.9028
C -0.0389 -0.3811 3.1386
C 0.4205 -1.2474 4.1316
C -0.1127 -1.2039 5.4039
C -1.1076 -0.2789 5.7362
C -1.5309 0.6053 4.7747
C -0.9942 0.5738 3.4789
C -1.4142 1.5617 2.5246
N -0.9402 1.7256 1.3494
C -1.5140 2.8357 0.5924
C -1.1777 2.6142 -0.8580
N -1.4502 1.2083 -1.1048
C -2.5210 0.8742 -1.7121
C -3.0115 -0.4860 -1.7513
C -3.9049 -0.8814 -2.7584
C -4.4215 -2.1555 -2.7888
C -4.0784 -3.0423 -1.7627
C -3.2272 -2.6589 -0.7439
C -2.6536 -1.3776 -0.7204
O -1.8245 -1.0588 0.2633
H 1.1978 -1.9575 3.8754
H 0.2458 -1.8964 6.1550
H -1.5283 -0.2562 6.7316
H -2.2804 1.3531 5.0133
H -2.2021 2.2368 2.8749
H -1.1057 3.7931 0.9249
H -2.5987 2.8696 0.7215
H -0.1130 2.8063 -1.0214
H -1.7579 3.2843 -1.4966
H -3.1295 1.6444 -2.1971
H -4.1729 -0.1665 -3.5303
H -5.0947 -2.4598 -3.5787
H -4.4922 -4.0440 -1.7603
H -2.9865 -3.3323 0.0717
C 1.3623 -3.0455 -0.4032
C 2.1539 -2.2486 0.6394
N 2.2474 -0.8480 0.2325
C 3.0783 -0.6389 -0.9433
C 2.4721 0.4590 -1.7929
N 0.9995 0.3967 -1.8236
C 0.4168 -0.4884 -2.8493
C 0.6315 -1.9489 -2.5061
N 0.3536 -2.2124 -1.0851
H 0.8708 -3.8723 0.1073
H 2.0289 -3.4883 -1.1441
H 3.1348 -2.7101 0.7852
H 1.6268 -2.2633 1.5875
H 2.5361 -0.2756 1.0143
H 3.1402 -1.5660 -1.5084
H 4.1020 -0.3672 -0.6798
H 2.8852 0.4165 -2.8048
H 2.7451 1.4249 -1.3651
H 0.6681 1.3352 -2.0111
H 0.8369 -0.2840 -3.8380
H -0.6458 -0.2836 -2.8923
H 1.6551 -2.2414 -2.7356
H -0.0155 -2.5471 -3.1520
H -0.5549 -2.6425 -0.9963
*
```

Atomic partial charges in e from the Mulliken method, atoms 1 to 6: 1.0226 -0.2008 0.2391 -0.6617 -0.6184 -0.8124

(3)
Below is C22H29GdI2N2O3P2 as an isolated structure at a distorted geometry, with properties calculated with the ωB97M-V functional and the def2-TZVPD basis.

Values from the calculation:
- expectation value of S² = 16.11
- LUMO level (alpha / beta) (Ha) = -0.2461 / -0.3552
- orbital gap (alpha / beta) (eV) = 7.020 / 4.067
- HOMO energy (alpha / beta) (eV) = -13.72 / -13.73
- energy (Ha) = -3233.76856
- relative energy (zero: lowest compared OMol25 entry of this formula, charge and spin) (kcal per mole) = 112.6

```
! RIJCOSX wB97M-V def2-TZVPD def2/J DEFGRID3
* xyz 2 8
I 2.4961 2.2326 -2.8916
I 0.6673 -3.3338 -1.9471
Gd 1.2905 -0.5437 -2.8140
P -0.9925 0.5258 -3.6452
C -2.2062 1.4551 -2.6800
C -0.6044 1.6274 -5.0207
H -1.5233 1.8086 -5.5879
H -2.7060 -0.6158 -4.8700
H 0.1724 1.1979 -5.6683
H -1.1957 -1.5695 -4.8394
H -1.6672 2.2380 -2.1389
H -0.2081 2.5688 -4.6165
C -1.8703 -0.9402 -4.2487
H -3.0371 1.9590 -3.1986
H -2.2361 -1.5664 -3.4238
H -2.4625 0.7195 -1.8901
P 3.7305 -1.3215 -1.8545
C 4.1406 -1.0488 -0.1139
C 3.9289 -3.1037 -2.1780
H 4.7285 -0.5686 -3.9157
H 5.9653 -1.1179 -2.7663
H 5.1801 0.4869 -2.5724
C 5.0299 -0.5585 -2.8593
H 3.5287 -3.3203 -3.1767
H 4.9586 -3.4681 -2.1146
H 5.1244 -1.4503 0.1381
H 3.3857 -1.5236 0.5266
H 3.2927 -3.6639 -1.4790
H 4.1276 0.0252 0.1133
C 1.4064 0.0349 -0.6859
O 1.6358 0.0490 0.4566
O -2.3883 -2.3578 -1.1024
C -1.7779 -1.5161 -0.4242
N -1.2665 -1.7913 0.8850
C -1.3695 -0.6026 1.5621
C -1.4470 0.4310 0.5776
O -1.5474 1.6696 0.7605
N -1.5033 -0.2328 -0.6432
C -2.0844 -0.6361 2.7852
C -3.4706 -1.0151 2.7028
C -3.9996 -1.7711 3.7283
C -3.2123 -1.9856 4.8812
C -1.9082 -1.4896 5.0273
C -1.3137 -0.8244 3.9602
C -0.3907 1.8478 2.4910
C -1.1670 2.1819 3.5968
C -0.8128 3.4098 4.2581
C 0.2013 4.2083 3.7302
C 0.8856 3.8176 2.5670
C 0.5443 2.6002 1.9115
H -1.5404 -2.6470 1.3470
H -4.0259 -0.8200 1.7721
H -4.9949 -2.2020 3.6054
H -3.6464 -2.5465 5.6994
H -1.3293 -1.6155 5.9530
H -0.2916 -0.4181 3.9304
H -1.9597 1.5362 3.9424
H -1.3787 3.6593 5.1537
H 0.4569 5.1401 4.2484
H 1.6849 4.4494 2.1166
H 0.9725 2.3065 0.9390
*
```

Atomic partial charges in e from the Mulliken method, atoms 1 to 6: -0.2850 -0.2562 0.0876 0.8720 -0.8931 -1.1914